Entry 1:
Formula: C41H58BiN4O3S
Source: the Open Molecules 2025 dataset
Level of theory: ωB97M-V/def2-TZVPD

DFT total energy = -2654.5094 Ha
Maximum force = 1.1 eV/A
Lowest unoccupied orbital energy = -0.1759 hartree
Relative energy (zero: lowest compared OMol25 entry of this formula, charge and spin) = 0.0 kcal/mol
HOMO energy = -0.3695 Ha

```
! wB97M-V def2-TZVPD RIJCOSX def2/J DEFGRID3
* xyz 1 1
Bi 1.1432 0.7087 1.8068
S 3.9250 0.6642 3.3597
O 1.5223 1.5656 -0.3181
O -0.3915 2.0473 2.1939
O -0.3119 -0.6776 2.8600
N 5.3651 2.0186 1.5153
N 2.7135 -1.2180 0.8482
N 4.6289 0.1414 0.7299
N -0.2598 -0.3090 0.2468
C -0.2922 -1.0695 -2.0819
C -3.5631 -1.8428 0.6103
C 5.6070 3.1317 2.4188
C 0.0307 -0.7872 -3.3626
C 5.8740 1.8848 0.2339
C 1.0442 3.7204 -2.8387
C 4.6155 0.9383 1.8524
C -2.4771 -1.3259 -0.0088
C -3.5514 -1.9213 2.0466
C 2.1245 -2.4082 0.7151
C 0.0528 4.2212 1.1924
C 0.1176 -0.1934 -1.0334
C 1.0342 0.9117 -1.2924
C -0.2384 3.4437 2.4743
C -2.5442 -1.4790 2.8541
C -1.2956 -0.9933 -5.4628
C 2.0163 2.5495 -3.0718
C 5.4351 0.7179 -0.2529
C -0.2998 -1.7036 -4.5314
C -1.3472 -0.8933 0.7475
C 4.0088 -1.1305 0.5784
C -4.0391 -1.9438 4.8365
C -4.7683 -2.3021 -0.2099
C 0.7371 0.4399 -3.6176
C 2.7932 -3.5386 0.2813
C -4.3820 -3.5864 -0.9585
C 4.1360 -3.4207 -0.0378
C -5.9908 -2.5921 0.6676
C -2.6615 -1.4584 4.3812
C -0.9225 -3.0175 -4.0584
C 4.7623 -2.1955 0.1139
C 1.2785 1.2609 -2.6700
C -1.3581 -0.9910 2.2089
C 2.4121 2.5270 -4.5550
C -1.5751 3.8863 3.0629
C -1.6028 -2.3730 5.0197
C 3.3094 2.7975 -2.2780
C -5.1595 -1.2196 -1.2274
C 0.8789 3.6799 3.4926
C 0.9864 -2.0267 -5.3096
C -2.4935 -0.0097 4.8761
H 1.5491 2.6301 -5.2173
H 2.9495 1.6110 -4.8124
H 1.0700 4.7490 3.6030
H -1.9057 -2.8562 -3.6058
H -0.2819 -3.5297 -3.3350
H -1.7587 3.3545 3.9987
H -0.8056 -1.9806 -1.8127
H -5.2258 -3.9388 -1.5572
H 0.6114 3.2746 4.4710
H -4.3814 -1.0531 -1.9757
H 6.4992 2.6347 -0.2203
H 1.7352 -2.4812 -4.6549
H 0.1058 3.5556 -3.3729
H 5.5813 0.2588 -1.2150
H -3.2970 0.6204 4.4844
H -5.8268 -3.4451 1.3304
H 1.4268 -1.1365 -5.7643
H -2.3793 3.6455 2.3657
H 6.3575 3.7823 1.9780
H -4.4304 -2.3272 2.5242
H -4.2080 -2.9952 4.5855
H -1.0589 -3.6837 -4.9116
H -2.4918 -1.1514 -1.0729
H 0.8231 3.8346 -1.7749
H 0.7653 -2.7315 -6.1143
H 3.1392 2.8312 -1.2065
H -0.7123 4.0008 0.4433
H 1.8162 3.2065 3.1710
H -4.8424 -1.3410 4.4044
H 5.8157 -2.0722 -0.1001
H -2.5488 0.0114 5.9674
H 0.8833 0.7043 -4.6555
H -0.5932 -2.0504 4.7779
H -5.3631 -0.2712 -0.7250
H -1.5095 -1.6245 -6.3285
H -6.8409 -2.8358 0.0295
H -4.1057 -1.8498 5.9218
H 4.6959 -4.2772 -0.3887
H 4.0467 2.0156 -2.4869
H 1.0270 3.9384 0.7827
H -0.9018 -0.0427 -5.8314
H 0.0493 5.2957 1.3861
H -3.5367 -3.4109 -1.6288
H 2.2769 -4.4847 0.1951
H 3.7305 3.7555 -2.5894
H -4.1061 -4.3794 -0.2594
H 1.4833 4.6536 -3.2002
H 3.0710 3.3726 -4.7579
H -2.2364 -0.7929 -4.9435
H -6.0629 -1.5247 -1.7587
H -1.5792 4.9609 3.2593
H 5.9572 2.7559 3.3769
H 4.6881 3.6915 2.5869
H -6.2648 -1.7217 1.2691
H -1.5426 0.4233 4.5707
H -1.7178 -2.3602 6.1060
H -1.7334 -3.4036 4.6789
H 1.0671 -2.4438 0.9617
*
```

---

Entry 2:
Formula: C41H59BrN6O2SSi2Ti
Source: the Open Molecules 2025 dataset
Level of theory: ωB97M-V/def2-TZVPD

DFT total energy = -6477.3589 Ha
Maximum force = 0.8 eV/A
Lowest unoccupied orbital energy = 0.0011 hartree
Relative energy (zero: lowest compared OMol25 entry of this formula, charge and spin) = 17.3 kcal/mol
HOMO energy = -0.2525 Ha

```
! wB97M-V def2-TZVPD RIJCOSX def2/J DEFGRID3
* xyz 0 1
Br -3.2583 2.4877 -1.0620
Ti 0.0598 -0.7709 -0.2446
S -2.0198 -1.2841 -1.1594
Si 0.4451 4.4286 -2.7785
Si 0.9153 -3.3381 -0.0255
O -1.5308 -1.5997 5.0530
O -0.3914 -0.5105 1.5120
N -1.5447 1.9416 1.3997
N 1.4326 0.9950 -0.3452
N -0.5236 -0.6023 -3.2680
N -2.6682 -1.3064 -3.7610
N -0.9024 1.5028 2.5258
N 0.3299 -0.4112 -2.2116
C -3.3297 -0.3276 2.1013
C -2.2711 -0.5394 2.9864
C 2.3271 0.3917 -1.3804
C -0.0654 -4.0617 1.5077
C 2.0874 1.2671 0.9414
C -0.9059 0.0348 2.6630
C 0.0532 -5.5898 1.6337
C -1.5138 8.1314 2.6429
C -2.5051 -1.2877 4.1395
C 0.9031 2.1623 -0.8744
C -2.4718 6.0677 1.0225
C 0.9539 -3.6774 -2.8882
C 3.7221 0.6667 -1.2746
C 1.6316 -0.1532 -2.4436
C 2.8322 -3.3066 0.3626
C 3.6543 -3.0479 -0.9089
C -2.9839 5.0021 0.1433
C -4.8236 -1.5133 3.5497
C -0.6568 7.1278 2.2158
C 2.2110 -0.3957 -3.7974
C 3.3635 -4.5949 1.0082
C 1.3713 -5.7494 -1.5917
C -2.6799 3.7085 0.2626
C 1.9812 5.4843 -2.6439
C -1.5630 -3.7286 1.4130
C -3.7827 -1.7582 4.4245
C -1.1303 6.1050 1.4072
C 3.1506 -2.1460 1.3122
C 0.5749 -4.4332 -1.6072
C -1.6713 -1.0107 -2.8566
C 4.2590 1.1803 -0.1510
C 0.4544 3.4364 -4.3626
C -4.5976 -0.8054 2.3744
C 3.4098 1.4017 1.0035
C 0.5285 3.1582 -1.4437
C -3.3182 7.0967 1.4371
C -1.0761 5.5005 -2.6836
C -1.9886 3.1301 1.4099
C -0.9081 -4.8007 -1.7555
C 0.4412 -3.4657 2.8299
C -2.8451 8.1152 2.2474
H 1.9897 -3.3409 -2.8921
H -1.5549 -3.9234 -1.7321
H 2.0992 -1.4423 -4.0802
H -3.5152 8.9017 2.5690
H 2.6442 -2.2258 2.2727
H 3.6275 -3.8857 -1.6035
H 2.8718 4.8537 -2.6204
H 1.0727 -6.3531 -2.4566
H -5.4042 -0.6304 1.6753
H -1.2441 -5.4984 -0.9896
H 3.3170 -2.1522 -1.4347
H 3.1804 -5.4785 0.3982
H -2.0797 -4.1434 2.2872
H 4.2299 -2.1170 1.5056
H 1.1877 -6.3462 -0.6985
H -1.0516 -5.2920 -2.7246
H -0.4227 -6.1080 0.8029
H 4.4483 -4.5070 1.1425
H 2.0641 6.1637 -3.4950
H -0.2336 -3.7739 3.6377
H 1.3814 2.8644 -4.4423
H -1.2448 1.9475 3.3752
H -2.5240 -0.9170 -4.6796
H 1.4391 -3.8186 3.0900
H 2.8859 -1.1861 0.8691
H -1.1227 6.0478 -1.7411
H -3.9273 -2.3326 5.3299
H 0.3748 4.0801 -5.2414
H -3.6092 -1.2345 -3.4127
H 1.0869 -5.9295 1.6987
H -3.6322 5.3104 -0.6683
H 1.9710 6.0850 -1.7323
H 3.8580 1.6362 1.9604
H -0.6773 -1.6768 4.6145
H 1.3934 1.4095 1.7556
H 1.6338 0.1895 -4.5147
H -0.3769 2.7284 -4.3736
H 0.3106 -2.8121 -3.0435
H 2.9327 -4.7709 1.9936
H 5.3190 1.3748 -0.0811
H -4.3559 7.0883 1.1258
H -0.4521 5.3408 1.0444
H 0.4663 -2.3745 2.7917
H 4.7024 -2.8882 -0.6299
H -1.9004 3.7733 2.2886
H -1.0633 6.2336 -3.4937
H 2.4447 -5.5847 -1.6729
H -1.9816 4.8987 -2.7824
H -2.0296 -4.1481 0.5243
H -0.4573 -5.9129 2.5486
H 0.8221 -4.3440 -3.7488
H 4.3548 0.4162 -2.1164
H 3.2574 -0.1087 -3.8530
H -1.1439 8.9309 3.2712
H -0.2120 -0.1422 3.4949
H -1.7466 -2.6557 1.4136
H 0.3869 7.1460 2.5018
H -3.1431 0.2179 1.1843
H -5.8123 -1.8909 3.7765
*
```

---

Entry 3:
Formula: C41H59Cl2GeN2O6Ti
Source: the Open Molecules 2025 dataset
Level of theory: ωB97M-V/def2-TZVPD

DFT total energy = -6005.4702 Ha
Maximum force = 1.5 eV/A
Lowest unoccupied orbital energy (alpha / beta) = 0.0870 / 0.0870 hartree
Relative energy (zero: lowest compared OMol25 entry of this formula, charge and spin) = 51.3 kcal/mol
HOMO energy (alpha / beta) = -0.1503 / -0.1503 Ha

```
! wB97M-V def2-TZVPD RIJCOSX def2/J DEFGRID3
* xyz -1 1
Ge 0.3117 1.0540 -2.6721
Ti -0.4949 -0.5292 0.2986
Cl -2.5221 -7.6064 -1.6203
Cl -1.3648 2.0292 0.4840
O -1.4543 -2.1094 0.1204
O -1.3802 -3.3424 2.8362
O -1.5428 2.6471 -0.8326
O 0.0786 1.5676 0.5759
O -0.4766 -0.0910 -1.4743
O -1.5960 3.0120 1.5233
N 1.2656 -1.1893 0.6667
N -0.7077 -0.3755 2.3652
C -1.7540 1.5302 5.3597
C 3.1418 4.3137 -5.0158
C -2.2543 -5.9736 -1.0764
C 1.5780 -3.1256 -1.4428
C -1.5150 0.2777 3.3025
C 3.5052 -0.2913 0.2951
C 4.7036 -0.3551 -0.4023
C -3.1578 2.2722 -4.9959
C 1.3458 -1.5313 2.0552
C -0.9950 1.3001 -4.0904
C -4.4112 3.0721 -4.6773
C 2.3905 3.0532 -2.9533
C 0.5363 1.3815 4.3892
C -3.6455 -0.3373 1.9909
C 3.8540 -2.1079 -1.7910
C -0.9384 1.0035 4.3644
C -3.1300 1.4304 5.2915
C -4.5830 0.6739 1.3315
C 1.2408 2.6378 -2.0342
C 4.0093 0.3046 2.6999
C -1.7678 -3.3401 -0.2110
C -1.8631 -5.7346 0.2212
C -4.4072 -1.6095 2.3714
C 1.1405 -3.0534 -2.9036
C 2.6449 -2.0995 -1.1017
C 0.3528 -1.1074 2.8663
C 1.2704 0.8408 5.6167
C 1.9620 3.8602 -4.1718
C -2.4289 -4.8981 -1.9573
C -3.6939 0.8207 4.1832
C 4.8839 -1.2514 -1.4459
C 3.3361 0.7414 1.3948
C 3.8885 2.1101 0.9941
C -2.1900 -3.6070 -1.5309
C -2.2395 2.1201 -3.7885
C 0.6933 2.9007 4.2952
C 2.4760 -1.1841 -0.0558
C -1.6318 -4.4284 0.6724
C -1.3043 -4.3292 2.1395
C 2.0391 -4.5357 -1.0740
C -2.9196 0.2561 3.1803
H -4.9607 0.2835 0.3849
H 3.4986 2.8768 1.6640
H 0.4443 -3.8624 -3.1309
H -1.9581 3.1111 -3.4235
H 1.2842 3.2738 -4.7938
H -2.2829 -2.7611 -2.2011
H -1.0447 -5.3254 2.5587
H 0.6469 -2.1075 -3.1166
H 3.8279 4.9314 -4.4333
H 2.3698 -4.5814 -0.0358
H 1.0124 0.9621 3.5012
H -5.0805 3.1478 -5.5346
H 0.3681 3.3911 5.2143
H -2.7383 -5.0819 -2.9763
H 1.4344 0.1617 -3.2695
H 3.7111 3.4605 -5.3865
H 1.3858 4.7269 -3.8363
H 0.1086 3.3028 3.4686
H -3.7396 -2.3489 2.8162
H -3.7548 1.8547 6.0666
H -3.4355 1.2802 -5.3666
H 1.2280 -0.2465 5.6701
H -2.6062 2.7539 -5.8105
H -1.7342 -6.5658 0.9062
H -5.1934 -1.3817 3.0950
H 0.5383 3.4541 -1.8726
H -4.9676 2.6122 -3.8600
H 2.9569 2.1767 -3.2825
H 1.2229 -5.2467 -1.2051
H -4.0921 1.6284 1.1389
H 3.6021 -0.6307 3.0753
H -0.4553 1.7376 -4.9349
H 0.8331 1.2311 6.5373
H 2.8235 4.8976 -5.8790
H -2.9107 -0.6507 1.2508
H 3.9893 -2.8131 -2.6007
H 3.1006 3.6593 -2.3784
H 2.2635 0.8460 1.5799
H -2.7916 1.6624 -2.9650
H 4.9778 2.1362 1.0666
H -4.1592 4.0853 -4.3618
H 2.3210 1.1371 5.5985
H 5.0832 0.1725 2.5467
H 2.1766 -2.1328 2.4011
H 3.8738 1.0643 3.4714
H 5.8195 -1.2775 -1.9880
H -4.8808 -2.0519 1.4941
H 2.8716 -4.8608 -1.7026
H 0.3378 -1.3829 3.9161
H 5.5019 0.3264 -0.1393
H -5.4462 0.8767 1.9682
H 1.9918 -3.1480 -3.5802
H 3.6248 2.3853 -0.0249
H 1.7420 3.1598 4.1351
H -1.2745 0.2887 -4.4030
H -4.7714 0.7844 4.0912
H -1.2976 2.0761 6.1752
H 1.6138 2.3736 -1.0427
H 0.7111 -2.8994 -0.8223
*
```

---

Entry 4:
Formula: C41H59Cl2GeN2O6Ti
Source: the Open Molecules 2025 dataset
Level of theory: ωB97M-V/def2-TZVPD

DFT total energy = -6005.3968 Ha
Maximum force = 1.9 eV/A
⟨S²⟩ = 2.048
Lowest unoccupied orbital energy (alpha / beta) = 0.0852 / 0.0421 hartree
Relative energy (zero: lowest compared OMol25 entry of this formula, charge and spin) = 46.6 kcal/mol
HOMO energy (alpha / beta) = -0.1439 / -0.2092 Ha

```
! wB97M-V def2-TZVPD RIJCOSX def2/J DEFGRID3
* xyz -1 3
Ge 1.2652 1.7124 1.8896
Ti -0.6288 0.4151 -0.6888
Cl -2.1124 0.4321 -7.8375
Cl -1.8137 0.9988 3.5632
O -1.4841 -0.4757 -2.0817
O 0.0300 1.3486 0.6171
O -0.4841 0.2984 3.4584
O -1.6157 2.2467 4.3159
O -2.6915 0.1029 4.3371
O 0.1601 1.5183 -1.9593
N 0.2845 -1.3587 -0.2769
N -2.3233 -0.1581 0.3843
C 2.4283 -0.2119 -2.8906
C 3.7325 -3.7333 -0.6188
C -3.4862 2.6951 -0.0699
C -0.8559 -3.8269 -1.8734
C 4.5489 0.7866 3.1584
C 1.3051 -3.5942 -0.5497
C -1.0725 0.9831 -5.4046
C 1.3994 -2.1797 -0.5663
C 3.1676 0.2587 3.5617
C -2.4557 -1.0799 -4.1462
C 5.4326 -0.3117 2.5674
C 2.2222 0.0638 2.3643
C -2.6172 -0.8708 -5.5110
C 2.6468 -1.5881 -0.8755
C -4.0731 1.5492 0.7507
C 4.0711 0.5313 -1.1643
C -1.7158 -1.1073 1.1016
C -5.6246 -0.3710 2.0169
C 4.8777 4.9598 0.6017
C -0.0604 1.6331 -3.2626
C -5.1834 1.8959 1.5091
C 0.0385 -4.4285 -0.7847
C 2.7269 -0.1598 -1.3842
C -5.9127 0.9618 2.2230
C -4.5330 -0.7811 1.2601
C -2.4458 3.5255 0.6910
C 3.7902 -2.3726 -0.8721
C -1.6199 -0.2728 -3.3835
C 2.4024 3.0250 0.8993
C 2.7425 4.2218 1.7928
C -4.1155 -3.2222 2.0021
C -3.6350 0.2027 0.7730
C 3.4779 5.3505 1.0716
C -0.7674 -4.8189 0.4625
C -0.9056 0.7959 -4.0127
C -0.4638 -1.6786 0.7931
C -2.9623 2.2544 -1.4388
C 2.4904 -4.3303 -0.5315
C -3.9245 -2.6264 -0.4612
C -4.5678 -2.2733 0.8826
C -1.9153 0.1681 -6.1164
H -1.7282 -4.4669 -2.0337
H -5.4746 2.9409 1.5426
H 3.2970 -0.6899 4.0933
H 4.6378 -4.3261 -0.5713
H 1.9618 0.4415 -0.9050
H 3.1724 -0.8364 -3.3909
H -1.3380 -3.9829 0.8565
H -2.1840 -1.4166 2.0269
H 4.7500 -1.9117 -1.0703
H 5.3755 5.7992 0.1103
H -4.3047 -3.5917 -0.8074
H 1.4414 -0.6370 -3.0847
H 1.8330 3.3600 0.0248
H -6.7306 1.2655 2.8644
H -0.3093 -3.7530 -2.8168
H -4.5000 -2.8901 2.9681
H -2.2038 4.4310 0.1250
H 2.4193 -5.4125 -0.4829
H 1.4336 -0.6387 2.6255
H -4.3348 3.3551 -0.2595
H 4.3934 0.4806 -0.1234
H 5.6425 -1.0723 3.3247
H 0.7504 2.5734 3.0366
H 3.5566 6.2108 1.7440
H -1.4763 -5.6107 0.2057
H -0.5292 1.7776 -5.9030
H 6.3869 0.0860 2.2127
H -5.6359 -2.4609 0.7500
H 2.4630 0.7896 -3.3257
H -0.0544 -2.3966 1.4923
H -1.9663 1.8426 -1.3316
H -1.2054 -2.8315 -1.6164
H -4.4824 -4.2338 1.8084
H -2.8206 3.8170 1.6741
H -0.1081 -5.1923 1.2509
H 3.3468 3.8834 2.6455
H 5.4959 4.6480 1.4490
H 0.4715 2.4357 -3.7637
H -3.0289 -3.2742 2.0785
H 3.9789 1.5842 -1.4390
H 5.0551 1.2139 4.0285
H 2.6976 0.9509 4.2682
H -2.8828 3.1009 -2.1202
H -3.6006 1.4967 -1.8923
H -3.2713 -1.5042 -6.0939
H -6.2769 -1.1329 2.4344
H 4.4181 1.5979 2.4313
H 3.3202 2.5564 0.5317
H 1.8151 4.6227 2.2132
H 4.9425 -0.8119 1.7295
H 2.8801 5.6669 0.2102
H 2.7502 -0.3291 1.4927
H 4.8501 0.0961 -1.7943
H -1.5316 2.9586 0.8449
H -4.1581 -1.8698 -1.2139
H -2.9863 -1.8804 -3.6443
H 4.8383 4.1321 -0.1107
H -2.8449 -2.6967 -0.3964
H 0.4193 -5.3679 -1.1901
*
```